Formula: C4H12N2O2
Source: OMol25
Level of theory: ωB97M-V/def2-TZVPD

Element x y z (Å)
N: 0.93 -0.90 -1.38
C: 1.79 1.57 0.30
C: 0.62 0.60 0.48
C: 0.10 0.10 -0.93
C: -1.32 -0.49 -0.70
N: -2.29 0.02 -1.46
O: -1.43 -1.41 0.07
H: 1.09 -1.70 -0.76
H: 1.74 -0.64 -1.94
H: 2.50 1.19 -0.44
H: 2.36 1.76 1.21
H: 1.43 2.49 -0.16
H: 0.92 -0.25 1.10
H: -0.21 1.06 1.03
H: 0.08 0.98 -1.58
H: -2.27 0.97 -1.81
H: -3.22 -0.40 -1.41
H: -0.91 -1.50 2.02
H: -1.00 -2.15 3.43
O: -0.91 -1.31 2.96

Its spin multiplicity is 2. The charge is +1. As for the orbital gap (alpha / beta): 10.80 / 5.59 eV. Its total energy is -11409.61091 eV. Its HOMO energy (alpha / beta) is -0.5173 / -0.5172 Ha.

These are the natural (NBO) partial charges, in e, on atoms 1 to 8:
1 N -0.351
2 C -0.617
3 C -0.358
4 C -0.171
5 C 0.686
6 N -0.774
7 O -0.550
8 H 0.429